Molecular formula: C53H43AsBrN6OPS2Zr
Method: DFT, ωB97M-V/def2-TZVPD

Results
- Charge: +2
- Relative energy (zero: lowest compared OMol25 entry of this formula, charge and spin): 0.0 kJ/mol
- M: 1121.126 g mol⁻¹
- Gap between HOMO and LUMO: 6.15 eV
- E_LUMO: -6.001 eV

Cartesian coordinates (Å):
Zr: 0.23 -0.37 2.11
Br: 5.48 8.78 -5.71
C: 4.88 7.37 -4.62
C: 5.36 7.26 -3.32
C: 4.91 6.23 -2.52
C: 3.98 5.31 -3.02
C: 3.51 5.44 -4.33
C: 3.95 6.47 -5.13
N: 3.47 4.25 -2.30
N: 3.94 4.06 -1.16
C: 3.41 3.05 -0.39
C: 4.28 2.39 0.47
C: 3.87 1.31 1.25
C: 2.57 0.87 1.22
O: 2.14 -0.22 1.89
C: 1.62 1.57 0.42
N: 0.32 1.12 0.46
C: -0.57 1.72 -0.32
C: -0.27 2.81 -1.12
C: 1.01 3.31 -1.12
C: 2.02 2.67 -0.38
H: 6.07 7.98 -2.94
H: 5.26 6.12 -1.50
H: 2.81 4.71 -4.70
H: 3.59 6.58 -6.14
H: 5.31 2.71 0.48
H: 4.58 0.78 1.86
H: -1.59 1.34 -0.27
H: -1.05 3.27 -1.71
H: 1.24 4.19 -1.70
S: -1.35 -1.90 3.67
C: -0.06 -1.40 4.66
N: 0.72 -0.42 4.21
C: 1.73 -0.09 5.10
C: 2.68 0.91 4.93
C: 3.61 1.12 5.94
C: 3.59 0.34 7.09
C: 2.65 -0.65 7.28
C: 1.72 -0.87 6.27
S: 0.40 -2.02 6.21
H: 2.68 1.51 4.03
H: 4.36 1.89 5.83
H: 4.33 0.53 7.87
H: 2.65 -1.25 8.18
C: -2.16 -2.68 0.00
C: -2.81 -1.47 -0.70
As: -2.21 -1.24 -2.59
C: -2.92 -2.94 -3.26
C: -2.20 -3.63 -4.23
C: -2.70 -4.79 -4.80
C: -3.95 -5.27 -4.41
C: -4.68 -4.58 -3.46
C: -4.18 -3.42 -2.89
C: -3.69 -0.15 -3.26
C: -3.91 -0.19 -4.64
C: -4.94 0.55 -5.21
C: -5.74 1.35 -4.40
C: -5.52 1.41 -3.04
C: -4.49 0.66 -2.47
P: -0.41 -2.36 0.46
C: 0.70 -2.66 -0.96
C: 1.76 -1.79 -1.16
C: 2.71 -2.06 -2.14
C: 2.59 -3.20 -2.92
C: 1.54 -4.07 -2.71
C: 0.59 -3.82 -1.73
C: 0.11 -3.78 1.48
C: -0.43 -5.05 1.36
C: 0.05 -6.08 2.15
C: 1.04 -5.84 3.09
C: 1.59 -4.57 3.22
C: 1.13 -3.55 2.41
H: -2.23 -3.57 -0.63
H: -2.66 -2.89 0.94
H: -2.57 -0.56 -0.14
H: -3.90 -1.57 -0.67
H: -1.23 -3.24 -4.54
H: -2.13 -5.32 -5.55
H: -4.35 -6.16 -4.87
H: -5.66 -4.94 -3.17
H: -4.78 -2.88 -2.17
H: -3.29 -0.81 -5.26
H: -5.11 0.50 -6.27
H: -6.55 1.92 -4.84
H: -6.14 2.03 -2.41
H: -4.32 0.71 -1.40
H: 1.85 -0.90 -0.56
H: 3.55 -1.38 -2.28
H: 3.33 -3.41 -3.68
H: 1.45 -4.97 -3.31
H: -0.22 -4.51 -1.57
H: -1.22 -5.25 0.64
H: -0.36 -7.08 2.04
H: 1.40 -6.64 3.72
H: 2.37 -4.39 3.94
H: 1.58 -2.55 2.48
N: -3.73 3.73 4.79
C: -2.89 2.92 4.14
C: -3.36 1.86 3.34
C: -2.47 1.05 2.71
N: -1.13 1.21 2.79
C: -0.68 2.23 3.54
C: -1.49 3.09 4.22
H: -4.73 3.60 4.75
H: -3.39 4.47 5.38
H: -4.43 1.69 3.23
H: -2.82 0.22 2.11
H: 0.40 2.36 3.58
H: -1.07 3.88 4.82

Here are the Löwdin charges for atoms 1 to 5, given in e: 1.52 0.80 -0.68 -0.11 -0.01